(1)
Entry from the Open Molecules 2025 dataset: a molecular structure, C26H31O23Pd3 at a distorted geometry (ωB97M-V/def2-TZVPD).

Geometry (Å):
1 Pd -4.04 6.42 4.72
2 Pd -1.46 10.64 -1.10
3 Pd 4.86 -2.53 -3.44
4 C -1.63 -3.28 -4.76
5 C -0.73 -3.84 -5.98
6 O 0.56 -4.06 -5.49
7 H -1.68 -3.87 -3.85
8 H -2.65 -3.12 -5.10
9 H -1.39 -2.25 -4.49
10 H -0.76 -3.27 -6.91
11 H -1.14 -4.82 -6.22
12 C 0.86 2.14 0.64
13 C 1.65 1.61 -0.31
14 C 2.41 2.51 -1.22
15 O 3.23 2.05 -2.11
16 C 2.17 3.87 -1.26
17 C 1.25 4.48 -0.24
18 C 0.63 3.54 0.86
19 O -0.30 4.06 1.46
20 O 0.82 5.62 -0.43
21 O 1.84 0.36 -0.19
22 H 0.47 1.42 1.33
23 H 2.41 4.39 -2.17
24 C 4.97 -4.96 4.71
25 C 5.27 -5.85 3.52
26 O 5.73 -6.95 4.27
27 C 5.40 -7.06 5.57
28 O 5.47 -8.02 6.29
29 O 4.90 -5.86 5.81
30 H 4.02 -4.43 4.58
31 H 5.78 -4.24 4.75
32 H 6.15 -5.64 2.92
33 H 4.37 -6.07 2.94
34 C -1.43 -6.95 1.71
35 C -0.63 -7.49 0.50
36 O -1.59 -8.31 -0.29
37 C -2.78 -8.15 0.35
38 O -3.80 -8.51 -0.21
39 O -2.64 -7.53 1.54
40 H -1.75 -5.91 1.64
41 H -1.11 -7.15 2.73
42 H 0.12 -8.24 0.74
43 H -0.12 -6.68 -0.01
44 C -5.54 4.60 -6.55
45 C -4.58 3.70 -5.84
46 O -3.52 4.60 -5.38
47 C -3.92 5.81 -5.58
48 O -3.53 6.82 -4.98
49 O -4.87 5.85 -6.38
50 H -6.54 4.71 -6.15
51 H -5.67 4.37 -7.61
52 H -4.32 3.04 -6.67
53 H -5.20 3.27 -5.05
54 C 7.70 8.19 -5.40
55 C 7.91 6.85 -6.20
56 O 8.88 6.23 -5.43
57 C 9.24 6.81 -4.33
58 O 9.78 6.19 -3.43
59 O 8.62 7.99 -4.28
60 H 6.68 8.37 -5.07
61 H 8.11 9.04 -5.95
62 H 8.01 6.89 -7.28
63 H 7.00 6.24 -6.17
64 C -7.26 -1.80 1.24
65 C -6.66 -1.24 -0.01
66 O -6.29 0.07 0.55
67 C -6.59 0.11 1.86
68 O -6.54 1.15 2.59
69 O -6.77 -1.10 2.30
70 H -6.91 -2.81 1.41
71 H -8.35 -1.76 1.24
72 H -7.34 -1.27 -0.87
73 H -5.74 -1.81 -0.08
74 C -1.24 -0.30 10.36
75 C -0.17 -0.19 9.22
76 O -0.62 0.89 8.45
77 C -1.58 1.52 9.09
78 O -2.27 2.41 8.65
79 O -1.78 0.96 10.28
80 H -0.77 -0.43 11.33
81 H -1.84 -1.21 10.34
82 H -0.09 -0.93 8.43
83 H 0.84 0.06 9.55

Spin multiplicity   7
HOMO level (spin up / spin down)   -0.4820 / -0.5337 hartree
Kohn-Sham gap (spin up / spin down)   1.8842 / 1.9114 eV
Total charge   +3


(2)
Entry from the Open Molecules 2025 dataset: 2 unconnected molecules or ions with the total composition C26H32BO4 at a distorted geometry (ωB97M-V/def2-TZVPD).

Geometry (Å):
1 C -3.98 1.95 -3.83
2 C -3.48 1.48 -2.53
3 C -3.70 2.06 -1.27
4 C -2.99 1.31 -0.36
5 C -2.01 0.40 -1.06
6 B -1.14 4.67 -1.36
7 O -1.46 4.38 -0.02
8 C -0.42 3.42 0.35
9 C 0.74 4.40 0.70
10 C -0.70 2.57 1.55
11 C -0.19 2.57 -1.00
12 C 1.28 2.37 -1.38
13 C -0.70 1.15 -1.25
14 O -0.72 3.54 -2.03
15 O -2.64 0.44 -2.46
16 H -4.89 2.52 -3.65
17 H -3.27 2.62 -4.34
18 H -4.19 1.10 -4.47
19 H -4.32 2.95 -1.12
20 H -3.04 1.53 0.71
21 H 1.66 3.89 1.04
22 H 0.98 5.08 -0.15
23 H 0.39 5.10 1.48
24 H 0.25 2.16 1.92
25 H -1.17 3.12 2.38
26 H -1.33 1.70 1.33
27 H 1.77 1.73 -0.61
28 H 1.32 1.84 -2.36
29 H 1.80 3.33 -1.44
30 H -0.72 -0.65 -0.05
31 H -1.99 -0.66 -0.83
32 H -0.03 0.62 -1.97
33 C -0.48 -5.10 4.89
34 O -0.28 -3.67 5.04
35 C -0.27 -2.91 3.91
36 C 0.20 -1.58 4.04
37 C 0.41 -0.82 2.90
38 C 0.07 -1.33 1.65
39 C 0.25 -0.53 0.39
40 C 1.33 -1.12 -0.48
41 C 2.68 -1.00 -0.11
42 C 3.68 -1.53 -0.91
43 C 3.35 -2.24 -2.07
44 C 4.40 -2.83 -2.94
45 C 2.01 -2.34 -2.46
46 C 1.01 -1.79 -1.67
47 C -0.49 -2.61 1.54
48 C -0.68 -3.41 2.65
49 H -0.55 -5.47 5.91
50 H -1.41 -5.32 4.35
51 H 0.38 -5.55 4.38
52 H 0.45 -1.20 5.03
53 H 0.83 0.18 3.00
54 H 0.50 0.50 0.65
55 H 2.92 -0.49 0.82
56 H 4.71 -1.45 -0.60
57 H 4.10 -3.83 -3.27
58 H 4.57 -2.23 -3.84
59 H 5.35 -2.89 -2.41
60 H 1.75 -2.87 -3.38
61 H -0.04 -1.88 -1.97
62 H -0.79 -2.96 0.55
63 H -1.09 -4.41 2.53

HOMO level   -0.3727 hartree
Kohn-Sham gap   4.4964 eV
Total charge   +1
ΔE to the lowest compared entry with this formula, charge and spin   8.052 eV


(3)
Entry from the Open Molecules 2025 dataset: a molecular structure, C26H32Br2ClInN2O5PS2 (ωB97M-V/def2-TZVPD).

Geometry (Å):
1 In 0.45 2.32 -1.14
2 C -3.32 2.13 0.86
3 C -2.88 3.56 0.90
4 C -3.79 4.60 1.19
5 C -3.35 5.89 1.21
6 C -2.00 6.18 0.92
7 C -1.44 7.48 0.90
8 Br -2.52 9.00 1.30
9 C -0.13 7.67 0.58
10 C 0.69 6.58 0.27
11 Br 2.51 6.91 -0.16
12 C 0.24 5.25 0.27
13 O 0.99 4.25 -0.02
14 C -1.16 5.08 0.62
15 N -1.61 3.81 0.64
16 H -4.41 2.05 0.80
17 H -3.00 1.59 1.76
18 H -2.88 1.63 -0.01
19 H -4.82 4.36 1.40
20 H -4.03 6.70 1.44
21 H 0.30 8.66 0.57
22 N 0.66 1.74 1.39
23 C 1.89 1.12 1.88
24 C 3.12 1.80 1.27
25 C 3.42 1.33 -0.15
26 O 4.45 0.69 -0.36
27 O 2.54 1.61 -1.05
28 H 0.67 2.75 1.54
29 H -0.16 1.38 1.87
30 H 1.87 0.06 1.60
31 H 1.96 1.17 2.97
32 H 3.99 1.58 1.89
33 H 2.96 2.88 1.27
34 Cl -5.76 -4.29 -1.44
35 C -4.41 -3.34 -0.88
36 C -3.97 -3.49 0.42
37 C -2.89 -2.72 0.85
38 C -2.26 -1.82 0.00
39 C -1.09 -1.01 0.48
40 C -2.73 -1.69 -1.31
41 C -3.81 -2.44 -1.75
42 H -4.45 -4.20 1.08
43 H -2.51 -2.85 1.86
44 H -0.81 -1.29 1.49
45 H -1.32 0.06 0.46
46 H -2.24 -0.99 -1.98
47 H -4.17 -2.34 -2.76
48 C 1.16 -4.08 -2.98
49 C 0.00 -4.09 -2.01
50 C -0.91 -5.28 -2.17
51 O 0.47 -4.14 -0.64
52 P 1.15 -2.94 0.17
53 S 0.99 -3.25 2.06
54 S 0.38 -1.14 -0.57
55 O 2.60 -2.74 -0.43
56 C 3.81 -3.33 0.14
57 C 4.59 -3.90 -1.03
58 C 4.55 -2.24 0.88
59 H 0.77 -4.05 -4.00
60 H 1.76 -4.98 -2.86
61 H 1.80 -3.21 -2.83
62 H -0.58 -3.17 -2.11
63 H -0.35 -6.21 -2.04
64 H -1.35 -5.28 -3.17
65 H -1.72 -5.25 -1.44
66 H 3.50 -4.12 0.82
67 H 4.83 -3.11 -1.73
68 H 4.02 -4.67 -1.54
69 H 5.52 -4.34 -0.66
70 H 4.66 -1.35 0.25
71 H 5.53 -2.60 1.18
72 H 4.00 -1.95 1.78

HOMO level   -0.1615 hartree
Kohn-Sham gap   6.5717 eV
Total charge   -1
ΔE to the lowest compared entry with this formula, charge and spin   1.624 eV


(4)
Entry from the Open Molecules 2025 dataset: 3 unconnected molecules or ions with the total composition C26H32BrIN2O6S3 at a distorted geometry (ωB97M-V/def2-TZVPD).

Geometry (Å):
1 C 5.20 3.05 2.60
2 C 3.79 3.78 2.18
3 I 3.83 4.55 0.09
4 C 2.44 2.89 2.48
5 C 2.39 1.43 1.73
6 C 1.13 0.43 2.15
7 C 0.99 -1.10 1.50
8 C 2.09 -1.71 0.39
9 C 3.33 -0.66 -0.01
10 C 3.47 0.86 0.64
11 S 4.59 -1.40 -1.24
12 C 4.69 -3.21 -0.62
13 C 6.10 -4.04 -0.59
14 C 6.14 -5.57 0.00
15 C 4.72 -6.21 0.54
16 C 3.27 -5.37 0.48
17 Br 1.67 -6.35 1.20
18 C 3.22 -3.83 -0.12
19 N 1.91 -3.09 -0.18
20 C 1.32 -3.06 -1.61
21 C 1.89 -4.11 -2.73
22 C 1.13 -3.91 -4.20
23 C -0.01 -2.74 -4.23
24 N -0.52 -1.83 -3.17
25 C 0.12 -1.97 -1.83
26 H 5.76 2.80 1.57
27 H 5.05 1.99 3.12
28 H 5.94 3.72 3.22
29 H 3.71 4.76 2.86
30 H 2.46 2.66 3.65
31 H 1.45 3.54 2.33
32 H 0.32 0.76 2.95
33 H 0.09 -1.76 1.85
34 H 4.39 1.51 0.32
35 H 7.11 -3.57 -0.97
36 H 7.18 -6.14 0.01
37 H 4.77 -7.30 0.99
38 H 2.71 -4.92 -2.61
39 H 1.41 -4.58 -5.14
40 H -0.52 -2.59 -5.31
41 H -0.29 -1.25 -0.97
42 C -3.86 -2.20 -2.17
43 C -4.02 -1.50 -3.51
44 O -5.29 -0.88 -3.62
45 S -5.54 0.54 -2.86
46 C -7.06 0.97 -3.69
47 O -4.52 1.48 -3.26
48 O -5.84 0.28 -1.47
49 H -3.83 -1.47 -1.35
50 H -2.94 -2.78 -2.14
51 H -4.71 -2.86 -1.97
52 H -3.22 -0.77 -3.67
53 H -3.95 -2.24 -4.31
54 H -6.85 1.12 -4.75
55 H -7.43 1.90 -3.25
56 H -7.78 0.17 -3.54
57 C -4.75 2.86 2.60
58 C -3.80 3.61 1.69
59 O -3.10 4.63 2.39
60 S -1.85 4.21 3.34
61 C -1.19 5.84 3.57
62 O -0.91 3.43 2.57
63 O -2.37 3.74 4.61
64 H -4.21 2.28 3.35
65 H -5.38 2.17 2.02
66 H -5.40 3.56 3.14
67 H -3.10 2.92 1.20
68 H -4.37 4.10 0.89
69 H -0.85 6.22 2.61
70 H -0.36 5.77 4.27
71 H -1.97 6.48 3.99

HOMO level   -0.2965 hartree
Kohn-Sham gap   7.6906 eV
SMILES string   C[C@@H](I)Cc1ccc2c(c1)Sc1cccc(Br)c1N2c1cccnc1.CCOS(C)(=O)=O.CCOS(C)(=O)=O


(5)
Entry from the Open Molecules 2025 dataset: a molecular structure, C26H32ClHoO4 at a distorted geometry (ωB97M-V/def2-TZVPD).

Geometry (Å):
1 O 0.15 -0.42 -4.26
2 C 0.01 0.87 -4.97
3 C -0.06 0.37 -6.35
4 H 0.93 1.44 -4.85
5 H -0.90 1.37 -4.64
6 C 0.06 -0.98 -5.59
7 H 0.82 0.69 -6.91
8 H -1.04 0.62 -6.78
9 C 1.33 -1.74 -5.96
10 H 2.24 -1.16 -5.78
11 H 1.35 -1.98 -7.03
12 H 1.38 -2.65 -5.37
13 C -1.20 -1.79 -5.72
14 H -2.05 -1.18 -5.41
15 H -1.09 -2.65 -5.07
16 H -1.41 -2.11 -6.75
17 Ho -0.46 -0.81 1.77
18 C -2.71 -1.34 2.64
19 C -2.68 0.07 2.85
20 C -2.74 0.71 1.58
21 H -2.66 0.60 3.80
22 C -2.81 -0.29 0.57
23 C -2.79 -1.57 1.22
24 H -2.82 -2.54 0.70
25 H -2.65 -2.10 3.43
26 H -2.84 1.78 1.40
27 H -2.98 -0.10 -0.49
28 C 0.77 -2.62 2.98
29 C -0.18 -3.29 2.15
30 C 0.20 -3.09 0.78
31 H -1.02 -3.92 2.50
32 C 1.39 -2.28 0.77
33 C 1.74 -2.01 2.12
34 H 2.64 -1.49 2.45
35 H 0.82 -2.64 4.07
36 H -0.25 -3.56 -0.10
37 H 1.96 -1.98 -0.11
38 O 1.41 0.82 -1.60
39 C 0.13 0.07 -1.71
40 C -1.00 1.10 -2.03
41 H -0.05 -0.50 -0.75
42 H 0.24 -0.68 -2.55
43 C -0.11 2.29 -2.48
44 H -1.49 1.39 -1.11
45 H -1.83 0.76 -2.69
46 C 0.90 2.17 -1.31
47 H -0.57 3.19 -2.88
48 H 0.40 1.89 -3.38
49 H 0.37 2.29 -0.32
50 H 1.75 2.86 -1.37
51 Cl 2.72 3.55 8.50
52 C 2.06 2.78 7.12
53 C 1.19 1.68 7.28
54 C 0.71 1.04 6.14
55 C 1.09 1.46 4.87
56 C 1.92 2.56 4.70
57 C 2.41 3.23 5.83
58 C 0.55 0.69 3.73
59 O -0.19 -0.32 4.01
60 O 0.79 0.96 2.48
61 H 0.92 1.35 8.27
62 H 0.02 0.19 6.21
63 H 2.16 2.87 3.68
64 H 3.07 4.09 5.73

Spin multiplicity   5
HOMO level (spin up / spin down)   -0.3046 / -0.3056 hartree
Kohn-Sham gap (spin up / spin down)   8.6925 / 8.7210 eV
ΔE to the lowest compared entry with this formula, charge and spin   0.616 eV


(6)
Entry from the Open Molecules 2025 dataset: a molecular structure, C26H32ErNO5S at a distorted geometry (ωB97M-V/def2-TZVPD).

Geometry (Å):
1 O 1.04 -0.95 -0.28
2 C 0.44 -1.78 -1.37
3 C 1.61 -2.74 -1.30
4 H 0.38 -1.15 -2.26
5 H -0.54 -2.20 -1.10
6 C 2.25 -1.79 -0.32
7 H 2.23 -2.72 -2.16
8 H 1.42 -3.75 -0.92
9 C 3.40 -1.03 -0.96
10 H 3.03 -0.52 -1.86
11 H 4.18 -1.74 -1.24
12 H 3.84 -0.29 -0.28
13 C 2.57 -2.50 0.97
14 H 1.76 -3.20 1.21
15 H 2.75 -1.84 1.81
16 H 3.49 -3.08 0.80
17 Er -0.26 0.49 0.87
18 C -1.19 -0.35 3.04
19 C -2.36 -0.51 2.23
20 C -2.13 -1.56 1.30
21 H -3.32 -0.04 2.42
22 C -0.83 -2.09 1.55
23 C -0.23 -1.33 2.60
24 H 0.72 -1.55 3.09
25 H -1.10 0.31 3.90
26 H -2.85 -1.95 0.58
27 H -0.42 -3.00 1.13
28 C 0.64 2.31 2.38
29 C 1.38 1.15 2.74
30 C 2.20 0.79 1.64
31 H 1.40 0.67 3.72
32 C 1.96 1.72 0.58
33 C 1.03 2.68 1.06
34 H 0.73 3.59 0.53
35 H -0.01 2.87 3.05
36 H 2.99 0.05 1.67
37 H 2.45 1.74 -0.39
38 O 1.61 -2.15 -3.94
39 C 2.68 -3.13 -4.09
40 C 2.70 -3.71 -5.49
41 H 2.51 -3.98 -3.41
42 H 3.64 -2.67 -3.80
43 C 1.35 -3.28 -6.07
44 H 2.78 -4.80 -5.46
45 H 3.54 -3.27 -6.03
46 C 0.77 -2.24 -5.10
47 H 0.66 -4.14 -6.08
48 H 1.47 -2.88 -7.07
49 H -0.24 -2.51 -4.79
50 H 0.72 -1.25 -5.56
51 O -5.56 1.76 3.28
52 S -5.27 2.42 2.02
53 O -6.37 2.76 1.15
54 N -4.00 1.69 1.26
55 C -2.90 2.41 1.17
56 O -1.78 1.94 0.72
57 C -3.05 3.77 1.72
58 C -2.10 4.77 1.94
59 C -2.46 5.87 2.74
60 C -3.75 5.96 3.30
61 C -4.70 4.96 3.07
62 C -4.31 3.87 2.30
63 H -1.11 4.68 1.48
64 H -1.74 6.65 2.93
65 H -4.01 6.81 3.93
66 H -5.71 4.98 3.46

Spin multiplicity   4
HOMO level (spin up / spin down)   -0.2913 / -0.2928 hartree
Kohn-Sham gap (spin up / spin down)   7.9872 / 8.0428 eV
ΔE to the lowest compared entry with this formula, charge and spin   0.000 eV


Number 1: DFT total energy -84946.76445 eV. Number 2: DFT total energy -36335.11921 eV. Number 3: DFT total energy -229447.28709 eV. Number 4: DFT total energy -153370.30432 eV. Number 5: DFT total energy -73991.24886 eV. Number 6: DFT total energy -77664.49278 eV.